1 | {"formula": "C4H16N2O2", "method": "ωB97M-V/def2-TZVPD", "homo_lumo_gap_ev": [10.61, 5.32], "s_squared": 0.754, "charge": 1, "spin_multiplicity": 2, "mol_weight_g_mol": 124.2, "homo_energy_ev": [-13.99, -13.95], "symbols": ["C", "C", "C", "C", "N", "N", "H", "H", "H", "H", "H", "H", "H", "H", "H", "H", "H", "H", "H", "H", "O", "H", "H", "O"], "xyz": [[0.01, 1.85, 1.56], [-1.11, 0.83, 1.88], [-1.21, -0.36, 0.89], [-1.69, 0.14, -0.49], [-0.96, -0.51, -1.58], [1.19, 1.10, 1.12], [-0.21, 2.52, 0.74], [0.28, 2.42, 2.44], [-1.00, 0.42, 2.89], [-2.03, 1.40, 1.77], [-2.00, -0.98, 1.32], [-0.27, -0.90, 0.82], [-2.78, 0.00, -0.51], [-1.38, 1.18, -0.56], [-1.22, -0.06, -2.46], [-1.30, -1.45, -1.73], [1.59, 0.46, 1.81], [1.00, 0.67, 0.21], [1.97, 1.17, -1.68], [2.08, -0.34, -1.88], [2.61, 0.46, -1.73], [0.60, -3.38, -0.17], [0.67, -2.01, -0.78], [0.62, -2.91, -1.00]]}

=====

2 | {"formula": "C4H16N2O2", "method": "ωB97M-V/def2-TZVPD", "homo_lumo_gap_ev": [11.72, 6.62], "s_squared": 0.755, "charge": 1, "spin_multiplicity": 2, "mol_weight_g_mol": 124.2, "homo_energy_ev": [-14.78, -14.73], "symbols": ["C", "C", "C", "N", "C", "N", "H", "H", "H", "H", "H", "H", "H", "H", "H", "H", "H", "H", "H", "H", "O", "H", "H", "O"], "xyz": [[-1.64, 2.44, 0.19], [-0.49, 1.80, 0.76], [0.52, 1.37, -0.30], [0.34, -0.03, -0.54], [1.47, -0.61, -1.30], [2.20, -1.57, -0.37], [-2.63, 2.21, 0.79], [-2.08, 2.07, -0.67], [-1.81, 3.53, 0.11], [-0.11, 2.33, 1.65], [-0.70, 0.83, 1.27], [1.51, 1.59, 0.13], [0.34, 2.05, -1.20], [0.22, -0.69, 0.32], [1.21, -0.89, -2.36], [2.25, 0.14, -1.52], [2.54, -2.54, -0.68], [2.99, -1.15, -0.01], [-0.95, -2.12, 2.50], [0.56, -2.19, 2.03], [-0.16, -1.66, 2.45], [-1.47, -2.75, -0.65], [-1.86, -1.73, -1.58], [-2.27, -2.41, -1.02]]}

=====

In hartree, relative to the most stable structure: 1 0.0000; 2 0.0437.

=====

1 | {"formula": "H9O4", "method": "ωB97M-V/def2-TZVPD", "homo_lumo_gap_ev": 12.81, "charge": 1, "spin_multiplicity": 1, "mol_weight_g_mol": 73.1, "homo_energy_ev": -16.05, "symbols": ["O", "H", "H", "O", "H", "H", "O", "H", "H", "O", "H", "H", "H"], "xyz": [[-1.04, 2.28, 0.15], [-1.37, 2.90, 0.81], [-0.70, 2.87, -0.53], [2.36, 0.07, 0.88], [2.66, 0.99, 0.78], [3.08, -0.48, 0.57], [-1.44, -2.37, -0.99], [-1.99, -3.08, -0.63], [-0.92, -2.89, -1.62], [-0.15, -0.14, 0.22], [0.83, -0.05, 0.42], [-0.58, -0.77, -0.40], [-0.73, 0.67, 0.35]]}

=====

2 | {"formula": "H9O4", "method": "ωB97M-V/def2-TZVPD", "homo_lumo_gap_ev": 12.23, "charge": 1, "spin_multiplicity": 1, "mol_weight_g_mol": 73.1, "homo_energy_ev": -15.76, "symbols": ["O", "H", "H", "O", "H", "H", "O", "H", "H", "O", "H", "H", "H"], "xyz": [[1.70, -1.40, 2.01], [1.59, -1.70, 2.92], [2.65, -1.39, 1.87], [0.37, 0.38, -1.04], [0.82, 1.07, -0.52], [-0.28, 0.91, -1.54], [-1.90, 2.12, -1.67], [-2.82, 2.35, -1.76], [-1.39, 2.65, -2.29], [-0.31, -1.51, 0.30], [-0.01, -0.56, -0.16], [-0.86, -1.06, 1.00], [0.43, -1.86, 0.88]]}

=====

3 | {"formula": "H9O4", "method": "ωB97M-V/def2-TZVPD", "homo_lumo_gap_ev": 13.22, "charge": 1, "spin_multiplicity": 1, "mol_weight_g_mol": 73.1, "homo_energy_ev": -16.60, "symbols": ["O", "H", "H", "H", "O", "H", "H", "O", "H", "H", "O", "H", "H"], "xyz": [[-0.78, -0.30, 1.32], [-1.09, 0.06, 0.33], [-0.23, -1.12, 1.17], [-0.11, 0.39, 1.45], [1.16, 1.87, -0.98], [2.08, 1.63, -1.18], [1.12, 2.82, -1.19], [0.49, -2.52, 0.66], [0.03, -3.11, 0.04], [0.99, -3.18, 1.16], [-1.24, 0.74, -0.86], [-0.45, 1.31, -1.07], [-1.96, 1.39, -0.84]]}

=====

4 | {"formula": "H9O4", "method": "ωB97M-V/def2-TZVPD", "homo_lumo_gap_ev": 11.61, "charge": 1, "spin_multiplicity": 1, "mol_weight_g_mol": 73.1, "homo_energy_ev": -14.94, "symbols": ["O", "H", "H", "O", "H", "H", "O", "H", "H", "O", "H", "H", "H"], "xyz": [[1.07, -0.50, -2.81], [0.63, -0.61, -3.67], [1.74, 0.23, -2.84], [-1.63, -0.19, 0.78], [-2.32, -0.60, 1.28], [-1.21, 0.52, 1.27], [0.73, 2.10, 2.56], [0.14, 2.68, 3.02], [1.41, 1.74, 3.12], [-0.13, -1.27, -0.69], [-0.89, -0.98, 0.06], [-0.01, -2.22, -0.67], [0.47, -0.89, -1.41]]}

=====

In hartree, relative to the most stable structure: 1 0.0000; 2 0.0136; 3 0.0024; 4 0.0179.

=====

1 | {"formula": "H9O4", "method": "ωB97M-V/def2-TZVPD", "homo_lumo_gap_ev": 12.82, "charge": 1, "spin_multiplicity": 1, "mol_weight_g_mol": 73.1, "homo_energy_ev": -15.94, "symbols": ["O", "H", "H", "O", "H", "H", "O", "H", "H", "O", "H", "H", "H"], "xyz": [[-0.43, 2.77, -0.38], [0.32, 3.30, -0.13], [-1.00, 3.36, -0.89], [0.78, -1.46, 2.02], [1.69, -1.71, 2.25], [0.21, -2.09, 2.47], [-0.32, -1.48, -1.57], [-0.75, -2.34, -1.43], [0.04, -1.50, -2.46], [-0.19, 0.29, 0.08], [0.46, -0.08, 0.70], [-0.54, -0.35, -0.65], [-0.28, 1.28, -0.01]]}

=====

2 | {"formula": "H9O4", "method": "ωB97M-V/def2-TZVPD", "homo_lumo_gap_ev": 13.11, "charge": 1, "spin_multiplicity": 1, "mol_weight_g_mol": 73.1, "homo_energy_ev": -16.35, "symbols": ["O", "H", "H", "O", "H", "H", "O", "H", "H", "O", "H", "H", "H"], "xyz": [[-1.31, -0.95, 2.11], [-1.87, -1.63, 2.51], [-1.07, -0.39, 2.85], [-0.04, 2.27, -1.01], [0.56, 2.60, -0.32], [-0.21, 3.10, -1.47], [1.71, -1.35, -1.08], [2.52, -0.91, -1.29], [1.89, -2.30, -1.03], [-0.44, 0.03, -0.13], [-0.20, 0.98, -0.48], [0.26, -0.59, -0.46], [-0.75, -0.42, 0.71]]}

=====

In hartree, relative to the most stable structure: 1 0.0000; 2 0.0100.